C17H18CrN2S5 | wB97M-V/def2-TZVPD

```
43
Properties=species:S:1:pos:R:3
Cr -0.00639 0.03083 -0.11442
S -2.25872 -4.31532 -0.03348
S -1.74297 -1.37469 0.49752
S 0.06871 -4.59809 -1.73877
S 0.89133 -1.69359 -1.37984
S -1.66556 -6.94947 -1.25057
N -0.88595 -0.04607 -3.42293
N -1.31850 1.02025 -1.39566
C -0.52946 0.15272 3.40870
C 2.09196 1.18875 0.15497
C -2.71943 1.46706 -3.29422
C -3.47670 2.33295 -2.57656
C -3.17603 2.55515 -1.21931
C 0.36593 0.51603 2.26533
C 1.36613 -0.37447 1.83966
C 1.10151 2.10073 0.54117
C -0.21400 -3.02354 -1.04009
C -1.31688 -5.38610 -1.03534
C 2.29695 -0.01838 0.85530
C -2.11872 1.88845 -0.69793
C -1.27561 -2.89235 -0.25862
C 0.98486 3.43693 -0.13208
C 0.24997 1.74462 1.60263
C 3.48082 -0.88238 0.55513
C -1.62736 0.79498 -2.68981
H 0.07447 -0.08868 4.28402
H -1.11973 -0.72883 3.15367
H -0.21768 -0.66880 -2.98263
H -0.48110 2.46136 1.95418
H 3.67724 -1.56917 1.37593
H 0.05734 3.94138 0.13195
H 1.46594 -1.32622 2.34586
H -1.88280 2.01075 0.34871
H 1.81702 4.07014 0.18034
H -4.31197 2.83631 -3.04633
H -2.93303 1.26431 -4.33555
H -1.20328 0.96777 3.66449
H 4.36284 -0.26321 0.39295
H -3.75971 3.21951 -0.60085
H 3.30294 -1.47334 -0.34353
H 1.03233 3.33955 -1.21652
H 2.77983 1.46218 -0.63647
H -1.17955 -0.25003 -4.36200
```

As for the charge: +1. The value obtained for the LUMO energy (alpha / beta) is -4.4 / -4.3 eV. The expectation value of S² is 3.867. As for the multiplicity: 4. The HOMO energy (alpha / beta) is -9.90 / -9.97 eV.

natural (NBO) analysis output, partial charges in e:
1. Cr 0.897
2. S 0.482
3. S -0.082
4. S 0.473
5. S -0.118
6. S 0.049
7. N -0.772
8. N -0.572
9. C -0.651
10. C -0.293
11. C -0.276
12. C -0.100
13. C -0.272
14. C 0.040
15. C -0.263
16. C 0.020
17. C -0.414
18. C -0.576
19. C 0.104
20. C 0.045
21. C -0.396
22. C -0.643
23. C -0.228
24. C -0.656
25. C 0.451
26. H 0.253
27. H 0.267
28. H 0.412
29. H 0.244
30. H 0.243
31. H 0.235
32. H 0.265
33. H 0.195
34. H 0.259
35. H 0.240
36. H 0.235
37. H 0.233
38. H 0.245
39. H 0.242
40. H 0.267
41. H 0.244
42. H 0.260
43. H 0.411



C17H18F3N2OS | wB97M-V/def2-TZVPD

```
42
Properties=species:S:1:pos:R:3
S 1.80657 -4.87869 0.34526
F -4.87602 0.41012 -0.84548
F -6.11142 -0.21690 0.79581
F -4.16577 0.62037 1.16103
O -4.39634 -1.43243 0.32138
N 0.86484 -2.78748 -1.03811
N 1.92037 -2.31240 1.04796
C 0.56279 3.55380 -1.14184
C -3.09325 -1.68222 -0.05351
C -1.41245 -3.37937 -0.29748
C 0.91330 1.20785 1.52091
C 2.64065 4.03134 0.20385
C 1.48067 1.82984 0.41280
C -4.87364 -0.18561 0.35383
C 2.38993 -0.30509 -0.26385
C 1.29371 3.30454 0.18044
C -0.52237 -2.40447 -0.72766
C -2.20322 -0.71362 -0.49839
C 1.58997 -3.28046 0.19774
C 2.23277 1.05338 -0.46610
C -0.91078 -1.08154 -0.83553
C 1.79127 -0.91234 0.83801
C -2.69960 -3.01630 0.03878
C 1.06589 -0.14849 1.74159
H 2.48109 5.10237 0.11704
H 0.38710 4.61827 -1.26759
H -0.22624 -0.32333 -1.18322
H 3.03100 -0.87618 -0.92414
H 0.34468 1.79352 2.22649
H -1.10396 -4.41038 -0.21855
H 0.67668 3.70219 0.99181
H 0.88107 -3.57136 -1.70604
H 2.71429 1.51355 -1.31440
H -0.39960 3.04596 -1.15140
H 3.27401 3.71403 -0.62037
H 3.16324 3.83629 1.13724
H 2.26676 -2.61692 1.95058
H -2.48653 0.32167 -0.59252
H 1.15014 3.20592 -1.98798
H 1.35487 -1.96591 -1.42932
H 0.61955 -0.61690 2.60478
H -3.41600 -3.74664 0.37616
```

As for the charge: +1. The value obtained for the LUMO energy is -3.7 eV. The SMILES is CC(C)c1ccc(NC(=S)[NH2+]c2ccc(OC(F)(F)F)cc2)cc1. The HOMO energy is -12.44 eV.

natural (NBO) analysis output, partial charges in e:
1. S 0.022
2. F -0.319
3. F -0.283
4. F -0.324
5. O -0.495
6. N -0.582
7. N -0.573
8. C -0.594
9. C 0.401
10. C -0.193
11. C -0.180
12. C -0.596
13. C 0.027
14. C 1.168
15. C -0.295
16. C -0.251
17. C 0.060
18. C -0.271
19. C 0.205
20. C -0.151
21. C -0.196
22. C 0.083
23. C -0.245
24. C -0.201
25. H 0.226
26. H 0.228
27. H 0.240
28. H 0.222
29. H 0.233
30. H 0.250
31. H 0.213
32. H 0.469
33. H 0.224
34. H 0.206
35. H 0.203
36. H 0.217
37. H 0.446
38. H 0.254
39. H 0.202
40. H 0.462
41. H 0.234
42. H 0.254



C17H18FN3O3RhSe3Te | wB97M-V/def2-TZVPD

```
47
Properties=species:S:1:pos:R:3
Te 0.10417 3.90684 1.81804
Rh 0.09457 0.24785 -0.08192
Se -1.08637 1.92581 1.15744
Se 2.80951 3.02845 0.66441
Se 2.33356 1.05633 -0.25838
F -6.45609 -1.43633 1.23769
O 0.90142 -1.32535 -1.13980
O 0.92286 -3.18934 -2.33702
O -1.76681 -0.75976 -0.02932
N -2.72007 -4.47937 -1.40745
N -7.20504 -4.02119 0.36048
N -9.91489 -4.78123 0.60500
C -3.04856 -5.78469 -1.93905
C -2.02004 -6.86673 -1.85692
C -8.07123 -3.96670 -0.80329
C -4.96128 -4.23478 -0.49846
C -3.67266 -3.73488 -0.72812
C -3.23442 -6.92532 -0.97864
C -4.27304 -1.70262 0.42873
C 0.35806 -2.38144 -1.61839
C -8.98804 -4.78473 1.79756
C -5.89834 -3.47755 0.17486
C -1.08027 -2.71497 -1.22061
C -1.98646 -1.90553 -0.48559
C -7.92883 -3.72280 1.58127
C -5.52727 -2.20140 0.62301
C -9.16176 -5.01226 -0.68227
C -3.32419 -2.46465 -0.25772
C -1.50986 -3.94133 -1.64622
H -4.00938 -0.71279 0.77670
H -10.64828 -5.48049 0.71943
H -9.59450 -4.59425 2.68077
H -3.67660 -5.75027 -2.82136
H -5.22743 -5.22958 -0.82473
H -1.94507 -7.54128 -2.69647
H -7.25027 -3.74219 2.43217
H -4.00391 -7.65116 -1.20238
H -8.55644 -5.78261 1.84631
H -7.49896 -4.17444 -1.70543
H -0.81820 -4.53629 -2.22770
H -8.52347 -2.96863 -0.93312
H -8.40240 -2.73079 1.57267
H -3.08999 -6.70759 0.07088
H -8.74167 -6.01374 -0.60875
H -10.38242 -3.87271 0.55636
H -9.88075 -4.96707 -1.49765
H -1.08120 -6.62870 -1.37766
```

As for the charge: +1. The value obtained for the LUMO energy (alpha / beta) is -3.4 / -3.6 eV. The expectation value of S² is 6.032. As for the multiplicity: 5. The HOMO energy (alpha / beta) is -8.69 / -9.75 eV.

natural (NBO) analysis output, partial charges in e:
1. Te 0.298
2. Rh 0.747
3. Se -0.309
4. Se -0.098
5. Se 0.021
6. F -0.332
7. O -0.761
8. O -0.645
9. O -0.673
10. N -0.345
11. N -0.457
12. N -0.495
13. C -0.075
14. C -0.405
15. C -0.240
16. C -0.238
17. C 0.174
18. C -0.426
19. C -0.230
20. C 0.780
21. C -0.223
22. C 0.082
23. C -0.315
24. C 0.499
25. C -0.245
26. C 0.397
27. C -0.225
28. C -0.071
29. C 0.165
30. H 0.270
31. H 0.442
32. H 0.240
33. H 0.221
34. H 0.237
35. H 0.240
36. H 0.256
37. H 0.224
38. H 0.232
39. H 0.253
40. H 0.268
41. H 0.191
42. H 0.200
43. H 0.231
44. H 0.231
45. H 0.430
46. H 0.240
47. H 0.240



C17H18IN5OPdS | wB97M-V/def2-TZVPD

```
44
Properties=species:S:1:pos:R:3
I 3.57607 2.22808 -3.19511
Pd 0.21491 -0.60262 0.35966
S 3.13906 -7.10277 -1.01455
O 1.96268 0.06419 -0.43231
N 0.53076 -2.55161 -0.31215
N 0.55766 -7.55857 -1.05862
N 1.79921 -0.65519 -2.58437
N -1.60603 -0.84828 1.25793
N 0.37375 0.71084 1.98159
C -1.00187 0.02723 5.34495
C 3.76595 0.56816 -1.86988
C 0.87574 1.50939 4.59679
C 2.12748 -4.32059 -0.31038
C -1.96750 -0.87803 5.01288
C -1.43907 -0.66080 2.69180
C -0.18744 0.61226 4.34174
C 2.42650 -0.03846 -1.60005
C -0.41282 0.25104 3.00689
C 1.64113 1.96689 3.56048
C -2.19902 -1.23303 3.66175
C 1.36445 1.53393 2.25389
C -0.41366 -3.43704 -0.65378
C 1.78704 -3.00032 -0.13516
C 1.56272 -6.68321 -0.91729
C -0.14176 -4.77723 -0.84482
C 1.15879 -5.24973 -0.68349
H 0.87560 -1.03751 -2.46054
H 4.19370 0.92674 -0.94183
H 0.79139 -8.52447 -1.22761
H -2.98504 -1.93609 3.41477
H 2.46315 2.64812 3.72446
H 4.42943 -0.15169 -2.34358
H 2.17970 -0.62696 -3.51902
H -2.26077 -1.58489 1.01132
H 2.52812 -2.27043 0.15960
H -1.41464 -3.05491 -0.80178
H -0.41204 -7.32976 -0.93871
H -2.02299 0.02018 0.90939
H -0.96236 -5.41236 -1.14487
H 1.08423 1.81442 5.61461
H -0.83264 0.29449 6.37976
H -2.58033 -1.32533 5.78260
H 3.14776 -4.64902 -0.16743
H 1.95624 1.87128 1.41272
```

As for the charge: +2. The value obtained for the LUMO energy is -7.1 eV. The HOMO energy is -13.44 eV.

natural (NBO) analysis output, partial charges in e:
1. I 0.213
2. Pd 0.952
3. S -0.006
4. O -0.672
5. N -0.491
6. N -0.741
7. N -0.750
8. N -0.752
9. N -0.491
10. C -0.145
11. C -0.647
12. C -0.058
13. C -0.184
14. C -0.173
15. C 0.078
16. C -0.098
17. C 0.693
18. C 0.200
19. C -0.252
20. C -0.180
21. C 0.111
22. C 0.044
23. C 0.031
24. C 0.037
25. C -0.220
26. C -0.001
27. H 0.418
28. H 0.266
29. H 0.433
30. H 0.242
31. H 0.260
32. H 0.269
33. H 0.437
34. H 0.421
35. H 0.227
36. H 0.210
37. H 0.395
38. H 0.420
39. H 0.238
40. H 0.250
41. H 0.248
42. H 0.253
43. H 0.281
44. H 0.235



C17H18MoN5O7SSe | wB97M-V/def2-TZVPD

```
50
Properties=species:S:1:pos:R:3
Mo -0.89598 -0.33734 1.06646
Se 0.47223 -2.59662 3.81779
S -0.29970 -2.13174 -1.01112
O 0.27186 -0.97104 2.75559
O 0.18386 -1.96536 0.46299
O -1.35920 -3.04761 -1.21108
O -0.51588 -1.10378 3.99513
O -2.24432 -1.08348 1.62377
O 1.76722 -2.40800 4.66506
O 0.70961 1.13088 1.08063
N 0.74429 2.91372 2.56780
N -0.78272 -0.55840 -0.92204
N -2.86757 1.41851 3.77546
N -1.01751 1.36981 2.39151
N -2.10908 0.93015 -0.21835
C 1.01734 -2.35247 -2.03231
C -1.71540 1.93595 3.40199
C 2.16573 -1.55147 -1.90180
C 0.03915 3.54572 3.56558
C -1.88983 0.20600 -1.32524
C -3.65572 1.24450 -2.43571
C 0.19718 1.83684 2.00246
C -3.11642 1.81548 -0.16982
C 0.92383 -3.37102 -2.99629
C 1.99810 -3.57811 -3.82950
C 4.32841 -3.06287 -4.60897
C -2.63004 0.30217 -2.47416
C 3.21816 -1.78469 -2.74931
C -3.89729 2.00438 -1.28983
C 3.15805 -2.79986 -3.72246
C -1.16037 3.10468 4.00062
C 2.05979 3.42841 2.11402
H 1.90384 4.22919 1.39489
H -4.27697 1.38739 -3.31071
H 4.01831 -3.46578 -5.57097
H -1.68036 3.62025 4.79471
H -3.21868 0.55806 3.38091
H 2.61012 2.61382 1.65580
H 0.03221 -3.97850 -3.07179
H 4.92250 -2.16517 -4.76737
H -2.43566 -0.31380 -3.34038
H -3.26235 2.36736 0.74818
H -4.68945 2.73917 -1.27079
H -3.39308 1.82854 4.53466
H 1.94748 -4.35842 -4.57725
H 2.59982 3.79527 2.98200
H 2.22056 -0.77119 -1.15300
H 4.11382 -1.18294 -2.67079
H 4.97303 -3.80761 -4.13270
H 0.51708 4.42101 3.98571
```

As for the charge: +3. The value obtained for the LUMO energy is -11.3 eV. The HOMO energy is -17.47 eV.

natural (NBO) analysis output, partial charges in e:
1. Mo 1.850
2. Se 1.965
3. S 2.293
4. O -0.500
5. O -0.843
6. O -0.807
7. O -0.431
8. O -0.374
9. O -0.736
10. O -0.630
11. N -0.354
12. N -0.785
13. N -0.696
14. N -0.593
15. N -0.451
16. C -0.426
17. C 0.515
18. C -0.151
19. C 0.161
20. C 0.387
21. C -0.047
22. C 0.802
23. C 0.090
24. C -0.110
25. C -0.216
26. C -0.663
27. C -0.238
28. C -0.201
29. C -0.227
30. C 0.144
31. C -0.336
32. C -0.415
33. H 0.247
34. H 0.273
35. H 0.253
36. H 0.286
37. H 0.433
38. H 0.252
39. H 0.262
40. H 0.248
41. H 0.277
42. H 0.231
43. H 0.277
44. H 0.449
45. H 0.258
46. H 0.251
47. H 0.234
48. H 0.249
49. H 0.269
50. H 0.271



C17H18N2O2 | wB97M-V/def2-TZVPD

```
39
Properties=species:S:1:pos:R:3
O -5.03262 -1.84177 -0.23807
O -3.18333 0.38802 -4.03977
N 1.01770 -0.57571 1.46221
N 1.76219 0.85704 -0.32928
C -2.59006 -1.49998 1.26445
C -0.84660 0.28755 -2.94280
C -0.29813 -0.65870 0.93409
C 1.69780 0.71370 1.20925
C -2.76621 -1.37583 -0.10068
C -0.52443 -0.31812 -0.32950
C -1.79788 -0.70749 -0.86625
C -1.35878 -1.07026 1.79093
C -1.93416 -0.29122 -2.24859
C -3.89222 -2.01059 -0.65239
C 0.99140 1.95152 1.85388
C -3.24017 -0.12722 -2.96782
C 0.58834 0.34818 -0.92869
C 0.41503 0.61691 -2.34193
C 1.68062 -1.91592 1.49586
C 3.08796 0.57185 1.81400
C 2.41654 2.10604 -0.84602
H -4.24544 -0.30352 -2.52622
H 2.47872 -2.22859 2.22867
H 1.63859 2.83133 1.90265
H 3.43862 2.07944 -0.51487
H 0.95898 -2.73547 1.37517
H -1.29396 -1.15552 2.87697
H -0.95884 0.73090 -3.95749
H -3.36215 -1.82223 1.88797
H 1.88656 2.93426 -0.34700
H 3.77855 1.45726 1.64860
H 2.10426 -1.98735 0.45163
H 2.52826 2.03316 -1.93265
H 2.97474 0.45028 2.85305
H -3.70170 -2.61771 -1.50573
H 3.68477 -0.28283 1.33018
H 0.58547 1.82477 2.88112
H 0.15636 2.14380 1.23723
H 1.15523 1.20004 -2.88215
```

As for the charge: 0. The value obtained for the LUMO energy is -0.4 eV. The SMILES is CN1c2ccc(C=O)c3c(C=O)ccc(c23)N(C)C1(C)C. The HOMO energy is -7.61 eV.

natural (NBO) analysis output, partial charges in e:
1. O -0.524
2. O -0.541
3. N -0.504
4. N -0.441
5. C -0.114
6. C -0.113
7. C 0.226
8. C 0.333
9. C -0.200
10. C -0.106
11. C 0.028
12. C -0.255
13. C -0.216
14. C 0.404
15. C -0.652
16. C 0.393
17. C 0.242
18. C -0.277
19. C -0.427
20. C -0.631
21. C -0.411
22. H 0.143
23. H 0.220
24. H 0.219
25. H 0.208
26. H 0.229
27. H 0.224
28. H 0.249
29. H 0.227
30. H 0.206
31. H 0.216
32. H 0.186
33. H 0.221
34. H 0.225
35. H 0.124
36. H 0.225
37. H 0.238
38. H 0.217
39. H 0.209



Quick rundown of energy above the lowest of the compared OMol25 structures with the same formula, charge and spin, same order as above: 12.0 0.0 0.3 6.0 0.0 109.4 kcal/mol